1.
Computed, not measured: 2 unconnected molecules or ions with the total composition C20H33BFNO5P, with the ωB97M-V functional and the def2-TZVPD basis.

Structure (XYZ):
```
62
C20H33BFNO5P the ωB97M-V functional and the def2-TZVPD basis
C 4.134 3.420 2.457
C 2.831 2.459 2.036
P 3.276 1.764 0.271
C 2.800 3.213 -0.904
C 2.278 0.173 -0.108
C 0.908 0.053 0.802
C -0.129 1.205 0.266
C -1.556 0.636 -0.316
O -1.590 -0.504 -1.017
N -2.791 1.517 -0.037
C -3.505 0.830 1.121
C -2.682 0.551 2.541
C -3.343 -0.229 3.844
C -4.909 -0.759 3.731
C -5.714 -0.433 2.337
C -5.097 0.338 1.026
O 1.839 -0.097 -1.502
B 2.015 -1.546 -1.714
C 1.462 -2.264 -3.085
C 0.556 -3.578 -2.584
O -0.743 -3.729 -2.885
O 3.422 -1.756 -1.284
C 3.435 -0.988 0.006
C 3.639 -1.815 1.407
C 4.016 -0.829 2.689
F 4.860 -2.684 1.213
H 4.122 4.375 1.772
H 5.087 2.750 2.203
H 4.059 3.694 3.599
H 2.636 1.615 2.822
H 1.842 3.106 1.886
H 2.705 2.852 -2.019
H 1.817 3.765 -0.511
H 3.666 4.023 -0.771
H 0.373 -0.986 0.745
H 1.160 0.227 1.956
H 0.334 1.879 -0.603
H -0.391 1.954 1.141
H -3.384 1.371 -0.903
H -1.571 0.902 2.654
H -2.683 -0.419 4.815
H -5.382 -1.347 4.649
H -6.842 -0.792 2.269
H -5.740 0.512 0.036
H 1.429 -2.134 -0.851
H 2.359 -2.736 -3.696
H 0.795 -1.583 -3.766
H 1.042 -4.451 -1.931
H 4.435 -0.361 -0.100
H 2.753 -2.545 1.666
H 4.563 0.159 2.380
H 4.767 -1.459 3.356
H 3.021 -0.633 3.273
C -3.404 -1.108 -4.666
C -4.600 -0.578 -3.903
O -5.019 -1.530 -2.936
H -3.652 -2.051 -5.164
H -3.071 -0.387 -5.419
H -2.572 -1.316 -3.986
H -5.436 -0.392 -4.583
H -4.356 0.358 -3.392
H -4.272 -1.682 -2.332
```

Highest occupied orbital energy, eV: -4.7
LUMO energy, eV: 1.9
Net charge: -1
Gap between HOMO and LUMO, hartree: 0.24491
Multiplicity: 1

***

2.
Computed, not measured: a molecular structure, C20H33BN5Pb, with the ωB97M-V functional and the def2-TZVPD basis.

Structure (XYZ):
```
60
C20H33BN5Pb the ωB97M-V functional and the def2-TZVPD basis
Pb 0.181 0.241 -2.680
B -0.258 0.302 -0.244
H -1.246 0.389 -0.954
H 0.454 -0.603 -0.610
H 0.313 1.351 -0.285
H -0.642 0.151 0.854
C -2.887 5.785 -0.956
C -2.039 4.940 0.001
C -0.611 4.682 -0.507
C -0.618 3.653 -1.539
N -0.676 2.803 -2.308
H -2.312 6.674 -1.215
H -3.845 6.015 -0.504
H -3.013 5.232 -1.892
H -2.472 3.995 0.340
H -2.018 5.523 0.927
H 0.091 4.422 0.283
H -0.284 5.597 -1.010
C 3.541 -4.630 -4.055
C 2.771 -5.098 -2.824
C 2.702 -4.070 -1.679
C 2.223 -2.758 -2.084
N 1.815 -1.733 -2.404
H 2.909 -3.947 -4.631
H 3.544 -5.468 -4.757
H 4.539 -4.272 -3.828
H 3.230 -5.987 -2.392
H 1.745 -5.353 -3.094
H 3.719 -3.897 -1.309
H 2.110 -4.447 -0.845
N 2.834 0.644 1.072
C 4.003 0.101 0.609
C 4.861 1.160 0.426
C 4.188 2.352 0.788
C 2.953 1.984 1.277
H 1.983 0.112 1.102
H 4.056 -0.935 0.326
H 5.795 1.082 -0.107
H 4.659 3.312 0.655
H 2.067 2.574 1.444
N -3.048 0.785 1.683
C -4.292 1.205 1.317
C -4.913 1.713 2.431
C -3.960 1.680 3.481
C -2.836 1.044 3.021
H -2.355 0.376 1.079
H -4.621 1.190 0.291
H -5.894 2.155 2.456
H -4.001 2.173 4.439
H -1.906 0.693 3.435
N -0.983 -2.389 1.251
C -2.038 -3.096 0.717
C -2.044 -4.330 1.286
C -0.942 -4.404 2.192
C -0.307 -3.195 2.127
H -0.605 -1.544 0.850
H -2.688 -2.606 0.010
H -2.696 -5.165 1.090
H -0.786 -5.303 2.763
H 0.548 -2.858 2.691
```

Highest occupied orbital energy, eV: -10.2
LUMO energy, eV: -5.3
Net charge: +1
Gap between HOMO and LUMO, hartree: 0.17914
Multiplicity: 1

***

3.
Computed, not measured: 7 unconnected molecules or ions with the total composition C20H33Br2N3O7, with the ωB97M-V functional and the def2-TZVPD basis.

Structure (XYZ):
```
65
C20H33Br2N3O7 the ωB97M-V functional and the def2-TZVPD basis
N 0.098 -0.008 1.225
H 0.289 0.546 2.124
H 0.235 -1.061 1.384
H 0.917 0.212 0.647
H -0.804 0.242 0.847
C 2.916 -2.704 2.755
C 1.883 -2.861 1.638
O 0.651 -2.482 2.049
H 3.928 -2.978 2.375
H 2.767 -3.420 3.564
H 2.970 -1.674 3.118
H 1.980 -3.943 1.347
H 2.223 -2.278 0.731
C -3.445 -1.522 2.430
C -4.289 -2.443 3.379
O -3.580 -2.977 4.374
H -3.143 -0.564 2.850
H -3.833 -1.420 1.396
H -2.581 -2.180 2.257
H -4.722 -3.247 2.717
H -5.156 -1.816 3.738
C 0.404 3.158 2.001
C 0.687 2.706 3.430
O 0.577 1.323 3.594
H 0.638 4.236 1.905
H -0.647 3.101 1.692
H 0.960 2.624 1.226
H -0.102 3.119 4.091
H 1.706 2.996 3.753
Br -1.940 -1.355 -1.338
C -2.674 -2.159 -2.933
C -4.156 -1.929 -2.958
Br -4.911 -2.790 -4.572
H -2.424 -3.213 -2.800
H -2.149 -1.939 -3.862
H -4.393 -0.870 -2.973
H -4.671 -2.456 -2.164
C -3.296 2.042 -5.079
C -2.072 2.201 -4.469
C -1.940 2.151 -3.081
C -3.096 2.201 -2.336
C -4.351 2.102 -2.920
C -4.431 1.863 -4.273
N -2.997 2.208 -0.874
O -2.074 1.601 -0.387
O -3.840 2.847 -0.277
H -3.411 1.892 -6.144
H -1.138 2.307 -5.009
H -0.992 2.164 -2.563
H -5.240 1.987 -2.313
H -5.374 1.733 -4.789
C 7.396 -0.363 0.081
C 6.436 -0.898 0.923
C 5.087 -0.568 0.768
C 4.755 0.422 -0.132
C 5.662 0.852 -1.088
C 6.996 0.530 -0.912
N 3.387 0.930 -0.119
O 3.011 1.574 -1.090
O 2.707 0.665 0.844
H 8.439 -0.641 0.155
H 6.659 -1.395 1.860
H 4.400 -1.044 1.457
H 5.360 1.659 -1.741
H 7.748 1.004 -1.531
```

Highest occupied orbital energy, eV: 0.4
LUMO energy, eV: 3.1
Net charge: -2
Gap between HOMO and LUMO, hartree: 0.09919
Multiplicity: 1

***

4.
Computed, not measured: a molecular structure, C20H33Cl2N4O3SSr, with the ωB97M-V functional and the def2-TZVPD basis.

Structure (XYZ):
```
64
C20H33Cl2N4O3SSr the ωB97M-V functional and the def2-TZVPD basis
O 2.033 -1.799 0.412
C 2.727 -2.425 -0.390
C 3.265 -3.743 0.014
C 3.267 -4.098 1.385
H 2.719 -3.495 2.114
C 4.032 -5.186 1.838
H 4.136 -5.348 2.909
C 4.754 -5.985 0.918
H 5.427 -6.767 1.293
C 4.569 -5.780 -0.449
H 5.012 -6.465 -1.189
C 3.845 -4.667 -0.895
H 3.706 -4.518 -1.962
H 2.941 -1.982 -1.418
C 4.525 -0.067 -0.933
C 3.252 -0.336 -1.618
H 5.150 0.727 -1.382
H 5.090 -1.016 -0.877
H 4.338 0.228 0.113
C 2.215 0.420 -1.944
C 2.272 1.922 -2.211
H 1.206 -0.008 -2.000
H 3.297 2.235 -2.470
H 1.940 2.548 -1.369
H 1.604 2.171 -3.045
Sr -0.222 -1.257 0.795
Cl 0.603 -0.139 3.306
Cl -0.273 -2.998 -1.434
C -0.184 2.170 1.044
O -0.706 1.229 0.441
N -0.743 3.382 1.226
C -2.014 3.685 0.592
C -0.158 4.399 2.086
H 0.810 2.046 1.513
H -2.316 2.829 -0.008
H -1.915 4.581 -0.028
H -2.773 3.905 1.349
H 0.774 4.013 2.499
H -0.839 4.661 2.904
H 0.039 5.318 1.522
H -4.196 0.225 -4.001
H -4.124 -2.562 -3.995
C -3.103 0.144 -3.879
C -3.048 -2.316 -4.026
N -2.766 -1.121 -3.255
H -2.718 0.937 -3.241
C -2.530 -1.128 -1.939
O -2.498 -0.141 -1.215
H -2.467 -3.161 -3.640
H -2.269 -2.123 -1.526
H -2.640 0.169 -4.875
H -2.766 -2.110 -5.071
S -2.548 -2.785 2.033
C -3.094 -1.324 2.665
N -4.340 -0.810 2.574
C -4.508 0.459 3.237
C -3.098 0.765 3.721
N -2.370 -0.425 3.373
H -5.082 -1.283 2.098
H -5.198 0.380 4.084
H -4.894 1.196 2.532
H -3.088 0.944 4.798
H -2.654 1.628 3.215
H -1.371 -0.541 3.628
```

Highest occupied orbital energy (alpha / beta), eV: -3.8 / -1.2
LUMO energy (alpha / beta), eV: 2.1 / 2.1
Net charge: -1
Gap between HOMO and LUMO (alpha / beta), hartree: 0.21715 / 0.12057
Multiplicity: 1

***

Per-record strongest force on any atom, eV Å⁻¹: 8.465, 1.505, 2.723, 4.600
Per-record energy relative to the best compared isomer or geometry (same formula, charge and spin), kcal per mole: 356.6, 0.0, 20.2, 0.0